22
Properties=species:S:1:pos:R:3:nbo_charge:R:1 method="wB97M-V/def2-TZVPD" smiles="C=C(C=[NH2+])[Si](C)(C)C" max_force_ha_per_bohr=0.030 homo_lumo_gap_ev=9.9 charge=+1 de_lowest_kj_mol=0.0 total_energy_ha=-581.0166
C 0.867 -2.205 0.079 -0.2611
C 0.916 -0.912 -0.173 -0.4870
C 1.961 -0.067 -0.556 0.2829
N 2.589 0.754 0.245 -0.6398
Si -0.790 0.168 -0.025 1.6104
C -2.122 -1.006 -0.697 -1.1090
C -0.888 0.516 1.842 -1.1057
C -0.547 1.754 -1.044 -1.1247
H -0.054 -2.700 0.321 0.2222
H 1.753 -2.819 0.064 0.2160
H 2.182 0.023 -1.615 0.2381
H 3.256 1.429 -0.100 0.4364
H 2.425 0.722 1.241 0.4300
H -1.803 -1.524 -1.597 0.2579
H -3.021 -0.448 -0.943 0.2646
H -2.403 -1.754 0.040 0.2544
H -1.819 1.034 2.060 0.2635
H -0.880 -0.398 2.429 0.2551
H -0.085 1.150 2.208 0.2361
H -0.096 1.571 -2.017 0.2448
H -1.508 2.220 -1.232 0.2698
H 0.064 2.491 -0.530 0.2450

21
Properties=species:S:1:pos:R:3:nbo_charge:R:1 method="wB97M-V/def2-TZVPD" smiles=CCCCCOC max_force_ha_per_bohr=0.006 homo_lumo_gap_ev=10.8 de_lowest_kj_mol=76.7 total_energy_ha=-312.2258
C -3.259 0.274 -0.548 -0.6025
C -1.996 -0.218 0.149 -0.3887
C -0.768 -0.196 -0.758 -0.3924
C 0.503 -0.597 -0.016 -0.4242
C 1.758 -0.536 -0.887 -0.0559
O 2.948 -0.459 -0.131 -0.5327
C 3.172 0.825 0.393 -0.2508
H -4.124 0.242 0.122 0.2096
H -3.491 -0.342 -1.425 0.2015
H -3.137 1.308 -0.891 0.2008
H -1.794 0.406 1.031 0.1930
H -2.149 -1.238 0.527 0.1954
H -0.933 -0.855 -1.623 0.1951
H -0.639 0.818 -1.167 0.1921
H 0.400 -1.606 0.403 0.2030
H 0.627 0.078 0.840 0.1976
H 1.847 -1.443 -1.496 0.1872
H 1.699 0.323 -1.580 0.1546
H 3.278 1.575 -0.409 0.1622
H 4.098 0.786 0.970 0.1945
H 2.362 1.154 1.061 0.1605

21
Properties=species:S:1:pos:R:3:nbo_charge:R:1 method="wB97M-V/def2-TZVPD" smiles="C=CCCC.CO" max_force_ha_per_bohr=0.024 homo_lumo_gap_ev=9.9 de_lowest_kj_mol=202.3 total_energy_ha=-312.1780
C 1.623 -1.084 -1.244 -0.3088
C 0.407 -1.265 -0.715 -0.2951
C -0.757 -0.351 -0.991 -0.4328
C -1.728 -0.084 0.163 -0.3907
C -2.949 0.713 -0.301 -0.6025
H 2.441 -1.784 -1.110 0.2136
H 1.874 -0.179 -1.800 0.1906
H 0.210 -2.186 -0.167 0.2056
H -1.319 -0.817 -1.811 0.2091
H -0.384 0.608 -1.379 0.1991
H -1.217 0.458 0.971 0.1943
H -2.057 -1.040 0.592 0.1968
H -3.656 0.887 0.517 0.2114
H -3.486 0.181 -1.095 0.2024
H -2.654 1.690 -0.702 0.2017
C 2.579 1.271 0.461 -0.2561
O 2.459 -0.108 0.689 -0.7395
H 3.484 1.475 -0.130 0.1746
H 2.675 1.773 1.426 0.1715
H 1.725 1.702 -0.088 0.1601
H 1.521 -0.386 0.597 0.4949

21
Properties=species:S:1:pos:R:3:nbo_charge:R:1 method="wB97M-V/def2-TZVPD" smiles=CC[C@@H](O)C(C)C max_force_ha_per_bohr=0.075 homo_lumo_gap_ev=10.4 de_lowest_kj_mol=81.3 total_energy_ha=-312.2241
C 1.207 0.335 2.447 -0.6086
C 1.037 -0.548 1.052 -0.4276
C -0.378 -0.443 0.556 0.1068
O -1.162 0.601 1.024 -0.7051
C -0.224 -0.385 -1.128 -0.2170
C -1.565 -0.786 -1.729 -0.6153
C 0.185 1.008 -1.591 -0.6313
H 0.385 0.149 3.133 0.2144
H 1.256 1.396 2.208 0.1926
H 2.143 0.035 2.913 0.2054
H 1.273 -1.577 1.313 0.2132
H 1.799 -0.188 0.364 0.1972
H -0.943 -1.349 0.788 0.1761
H -0.695 1.431 0.870 0.4636
H 0.537 -1.108 -1.436 0.1931
H -2.357 -0.154 -1.329 0.2128
H -1.554 -0.687 -2.815 0.2011
H -1.797 -1.824 -1.494 0.2053
H 1.105 1.338 -1.109 0.2029
H 0.346 1.024 -2.669 0.2180
H -0.600 1.732 -1.368 0.2023

21
Properties=species:S:1:pos:R:3:nbo_charge:R:1 method="wB97M-V/def2-TZVPD" smiles=CC(C)C[C@@H](C)O max_force_ha_per_bohr=0.007 homo_lumo_gap_ev=11.2 de_lowest_kj_mol=14.0 total_energy_ha=-312.2497
C -0.302 -1.243 -1.490 -0.6129
C 0.831 -0.538 -0.744 -0.2174
C 1.956 -1.532 -0.442 -0.5993
C 0.366 0.133 0.559 -0.4055
C -0.941 0.910 0.468 0.0978
C -1.248 1.666 1.757 -0.6278
O -0.830 1.806 -0.631 -0.7278
H 0.087 -1.763 -2.373 0.2088
H -1.058 -0.527 -1.825 0.2173
H -0.787 -1.994 -0.851 0.1951
H 1.220 0.252 -1.398 0.2062
H 2.356 -1.967 -1.365 0.2073
H 1.578 -2.359 0.174 0.1969
H 2.785 -1.065 0.101 0.2068
H 1.155 0.813 0.910 0.2062
H 0.239 -0.636 1.335 0.1998
H -1.755 0.190 0.276 0.1541
H -0.475 2.420 1.943 0.2122
H -1.287 0.987 2.616 0.2132
H -2.216 2.179 1.694 0.2026
H -1.674 2.267 -0.715 0.4663

21
Properties=species:S:1:pos:R:3:nbo_charge:R:1 method="wB97M-V/def2-TZVPD" max_force_ha_per_bohr=0.042 homo_lumo_gap_ev=10.1 de_lowest_kj_mol=104.4 total_energy_ha=-312.2153
C 0.445 1.732 1.667 -0.6438
C -0.214 0.457 1.207 -0.2356
C -0.155 0.018 -0.067 0.0326
C 0.939 0.452 -1.060 -0.6762
C -0.979 -1.144 -0.536 -0.4310
C -1.931 -0.773 -1.691 -0.6034
H -0.358 2.474 1.603 0.2187
H 1.244 2.094 1.022 0.2151
H 0.833 1.695 2.687 0.2170
H -1.134 0.235 1.750 0.2037
H 0.574 1.212 -1.758 0.2237
H 1.768 0.931 -0.524 0.2313
H 1.327 -0.373 -1.658 0.2261
H -0.297 -1.956 -0.809 0.2132
H -1.584 -1.517 0.295 0.2032
H -2.470 -1.697 -1.909 0.2103
H -2.651 -0.014 -1.386 0.2087
H -1.383 -0.518 -2.599 0.2068
O 2.337 -1.096 0.996 -0.9636
H 2.268 -1.459 1.894 0.4611
H 1.420 -0.753 0.873 0.4821

21
Properties=species:S:1:pos:R:3:nbo_charge:R:1 method="wB97M-V/def2-TZVPD" max_force_ha_per_bohr=0.005 homo_lumo_gap_ev="8.4 / 8.4" de_lowest_kj_mol=437.4 total_energy_ha=-312.0884
C -3.387 0.008 -0.519 -0.6018
C -2.248 -0.347 0.433 -0.3930
C -0.874 -0.147 -0.202 -0.3832
C 0.282 -0.469 0.751 -0.4654
C 1.616 -0.322 0.097 0.1256
O 2.548 0.283 0.775 -0.3617
C 3.738 0.568 0.270 -0.2203
H -4.365 -0.132 -0.048 0.2099
H -3.355 -0.616 -1.420 0.2016
H -3.317 1.054 -0.840 0.2029
H -2.321 0.267 1.341 0.1951
H -2.352 -1.391 0.761 0.1939
H -0.793 -0.774 -1.102 0.1950
H -0.767 0.891 -0.543 0.2042
H 0.152 -1.491 1.143 0.2057
H 0.254 0.206 1.615 0.2195
H 1.938 -0.997 -0.696 0.1699
H 1.978 1.108 -1.247 -0.0441
H 4.164 -0.154 -0.424 0.1625
H 4.376 1.087 0.974 0.1837
H 2.733 1.367 -1.119 0.0000

21
Properties=species:S:1:pos:R:3:nbo_charge:R:1 method="wB97M-V/def2-TZVPD" max_force_ha_per_bohr=0.017 homo_lumo_gap_ev="11.0 / 8.9" de_lowest_kj_mol=493.7 total_energy_ha=-312.0670
C 0.071 -3.471 0.260 -0.2884
C -0.276 -2.320 -0.571 -0.4847
C -0.642 -1.034 0.180 -0.3852
C -0.430 0.201 -0.693 -0.3895
C -0.592 1.535 0.031 -0.4119
C -0.125 2.680 -0.853 -0.0491
O -0.328 3.897 -0.167 -0.7188
H 5.886 -0.289 6.607 0.0000
H 0.137 -4.467 -0.169 0.1718
H 0.334 -3.355 1.307 0.1688
H 0.607 -2.104 -1.218 0.2104
H -1.050 -2.595 -1.308 0.2123
H -1.682 -1.091 0.525 0.2026
H -0.017 -0.955 1.080 0.1955
H -1.109 0.163 -1.557 0.1968
H 0.590 0.152 -1.105 0.1906
H -1.637 1.708 0.318 0.2061
H -0.001 1.543 0.955 0.2026
H 0.941 2.532 -1.097 0.1514
H -0.683 2.659 -1.805 0.1516
H 0.008 4.611 -0.721 0.4672

21
Properties=species:S:1:pos:R:3:nbo_charge:R:1 method="wB97M-V/def2-TZVPD" smiles=C1CCCCC1.O max_force_ha_per_bohr=0.026 homo_lumo_gap_ev=10.9 de_lowest_kj_mol=33.0 total_energy_ha=-312.2425
C -1.104 -0.302 -1.724 -0.4016
C -1.584 0.557 -0.482 -0.3974
C -0.512 1.466 0.018 -0.4012
C 0.698 0.565 0.348 -0.4032
C 1.252 -0.138 -0.916 -0.3962
C 0.223 -1.079 -1.500 -0.4053
H -0.943 0.381 -2.580 0.1933
H -1.964 -0.954 -1.971 0.2077
H -1.905 -0.158 0.300 0.1942
H -2.422 1.258 -0.661 0.2043
H -0.916 1.981 0.911 0.2051
H -0.259 2.240 -0.732 0.1930
H 1.516 1.169 0.785 0.2009
H 0.405 -0.197 1.096 0.2072
H 1.497 0.636 -1.669 0.1882
H 2.189 -0.670 -0.663 0.2057
H 0.552 -1.448 -2.490 0.2053
H 0.178 -1.948 -0.815 0.1979
O 0.835 -0.970 3.933 -0.9402
H 1.523 -0.524 4.477 0.4714
H 0.741 -1.863 4.335 0.4708

22
Properties=species:S:1:pos:R:3:nbo_charge:R:1 method="wB97M-V/def2-TZVPD" max_force_ha_per_bohr=0.030 homo_lumo_gap_ev="3.0 / 6.7" multiplicity=2 charge=-1 de_lowest_kj_mol=100.2 total_energy_ha=-387.3904
C -1.443 -1.653 -1.665 -0.6569
C -0.082 -2.297 -1.315 -0.4360
C 0.687 0.800 2.351 -0.5885
C 1.252 -0.243 1.683 -0.2625
C 0.455 -1.209 0.957 -0.3508
C 0.756 -1.530 -0.350 -0.3639
H -2.102 -1.552 -0.808 0.1955
H -1.929 -2.415 -2.299 0.1681
H -1.344 -0.736 -2.242 0.1944
H 0.470 -2.584 -2.211 0.1845
H -0.368 -3.273 -0.866 0.1548
H 1.302 1.510 2.885 0.1667
H -0.390 0.908 2.375 0.1703
H 2.328 -0.413 1.622 0.1656
H -0.509 -1.432 1.412 0.1681
H 1.718 -1.189 -0.734 0.1641
H -2.536 2.537 -1.543 0.4468
H -1.717 2.666 -0.346 0.4652
O -1.654 2.846 -1.297 -0.9665
H 1.454 3.555 0.208 0.4570
H 2.119 2.469 1.073 0.4820
O 1.534 3.235 1.111 -0.9580

22
Properties=species:S:1:pos:R:3:nbo_charge:R:1 method="wB97M-V/def2-TZVPD" smiles="CC(=O)C(C)C.CO" max_force_ha_per_bohr=0.094 homo_lumo_gap_ev=10.3 de_lowest_kj_mol=241.5 total_energy_ha=-387.4155
C -1.029 -0.186 1.940 -0.7378
C -1.202 -0.251 0.456 0.6085
O -1.976 -0.935 -0.165 -0.5292
C -0.447 1.025 -0.439 -0.3364
C 0.975 1.464 -0.086 -0.6174
C -0.731 1.055 -1.936 -0.6299
H -2.008 -0.281 2.414 0.2488
H -0.596 0.751 2.286 0.2256
H -0.385 -0.991 2.299 0.2522
H -1.090 1.811 -0.021 0.2199
H 1.717 0.773 -0.494 0.2048
H 1.112 1.554 0.995 0.2107
H 1.184 2.459 -0.493 0.2173
H -0.554 2.051 -2.355 0.2192
H -0.059 0.362 -2.453 0.2081
H -1.755 0.733 -2.144 0.2366
C 1.404 -2.081 0.253 -0.2480
O 0.332 -1.963 -0.657 -0.7577
H 2.010 -1.169 0.252 0.1627
H 2.066 -2.881 -0.090 0.1818
H 1.038 -2.364 1.245 0.1551
H -0.005 -0.934 -0.809 0.5050

22
Properties=species:S:1:pos:R:3:nbo_charge:R:1 method="wB97M-V/def2-TZVPD" smiles="C/C=C/C=C/C.O.O" max_force_ha_per_bohr=0.042 homo_lumo_gap_ev=9.4 de_lowest_kj_mol=188.9 total_energy_ha=-387.4356
C 0.978 -0.309 3.104 -0.6441
C 0.355 0.461 1.965 -0.1475
C -0.326 -0.071 0.954 -0.2568
C -0.703 0.665 -0.308 -0.2529
C -0.405 1.943 -0.503 -0.1521
C -0.899 2.681 -1.699 -0.6500
H 2.012 -0.592 2.901 0.2192
H 0.362 -1.172 3.345 0.2207
H 1.053 0.390 3.942 0.2134
H 0.583 1.518 1.947 0.1854
H -0.558 -1.133 0.929 0.2033
H -1.325 0.098 -0.986 0.2077
H 0.256 2.530 0.121 0.1963
H -0.122 2.866 -2.448 0.2195
H -1.757 2.264 -2.222 0.2173
H -1.261 3.701 -1.508 0.2170
O 1.311 -1.180 -1.482 -0.9624
H 2.245 -1.374 -1.609 0.4760
H 1.234 -0.496 -0.801 0.4879
O -0.782 -3.076 -1.297 -0.9374
H -0.822 -2.133 -1.085 0.4660
H 0.136 -3.304 -1.096 0.4735